DFT (the ωB97M-V functional and the def2-TZVPD basis) results for one molecule with the formula C17H15FO4S4 at a distorted geometry.

Electronic energy (eV): -72117.3881
Gap between HOMO and LUMO (eV): 8.83
Highest occupied orbital energy (Eh): -0.3211
Multiplicity: 1

Last column: Mulliken charge in e.
Atoms and positions in Å:
1 C 2.03 3.30 2.28  -0.6460
2 C -1.27 -4.99 0.83  -0.5728
3 H -0.39 1.02 -4.85  0.3659
4 S -1.20 1.64 -1.32  -0.0537
5 C -0.46 -4.25 -0.04  -0.6887
6 H -1.08 -0.18 -2.73  0.0782
7 C -0.35 3.18 2.64  -0.6792
8 C -0.16 -2.90 0.25  0.2016
9 H -2.23 1.07 -3.25  0.4608
10 C -0.69 -2.30 1.37  0.4332
11 C 1.88 2.75 0.99  -0.3613
12 H -1.54 2.56 0.96  0.3320
13 H -2.45 -4.95 2.66  0.3822
14 O 0.28 -0.25 2.66  -0.6796
15 S 1.75 1.31 -1.78  -0.1676
16 C -1.20 0.89 -2.92  -0.3466
17 H -1.93 -2.54 3.13  0.4500
18 O -1.79 0.05 1.27  -0.6183
19 C -1.81 -4.37 1.99  -0.6219
20 H -0.20 2.51 -3.93  0.2579
21 H 3.04 3.54 2.61  0.3779
22 S -0.47 -0.54 1.45  1.5790
23 H 1.26 -0.16 -3.54  0.3176
24 C 0.65 -0.17 0.03  -0.2839
25 O -0.17 -1.79 -2.07  -0.7852
26 S 0.66 -1.78 -0.89  1.4107
27 H 2.75 2.58 0.34  0.3424
28 C 0.60 2.35 0.58  -0.0784
29 C -0.18 1.43 -3.87  -0.5550
30 F 1.89 -0.08 0.59  -0.2708
31 C 0.92 3.48 3.10  -0.5141
32 C 0.41 1.41 -0.67  1.1649
33 H 1.06 3.86 4.09  0.4035
34 O 2.05 -2.22 -0.96  -0.6819
35 H -1.51 -6.04 0.62  0.3774
36 C 1.18 0.93 -3.47  -0.5779
37 C -1.51 -3.02 2.25  -0.7219
38 H -0.06 -4.71 -0.95  0.4410
39 C -0.53 2.69 1.34  -0.3484
40 H 1.99 1.39 -4.04  0.4648
41 H -1.22 3.31 3.25  0.4122



DFT (the ωB97M-V functional and the def2-TZVPD basis) results for C4H7NO3 as an isolated structure at a distorted geometry.

Electronic energy (eV): -11889.3980
Gap between HOMO and LUMO (eV): 7.17
Highest occupied orbital energy (Eh): -0.3614
Relative energy (zero: lowest compared OMol25 entry of this formula, charge and spin) (kcal per mole): 135.6
Multiplicity: 1

Last column: Mulliken charge in e.
Atoms and positions in Å:
1 O -1.82 0.03 -1.77  -0.5525
2 H -1.10 -1.66 0.06  0.3511
3 H 0.62 -1.00 0.29  0.3311
4 N 0.44 0.38 -1.79  -0.4289
5 C -0.96 -0.02 1.21  -0.0300
6 C -0.73 0.00 -1.28  0.3058
7 O -0.76 2.10 2.16  -0.4347
8 H -1.96 -0.31 1.53  0.3635
9 H 0.51 0.26 -2.78  0.2476
10 C -0.50 -0.75 0.09  -0.3597
11 H 1.14 -0.07 -1.15  0.3937
12 H 2.68 -0.83 0.49  0.1735
13 O 1.83 -0.62 0.13  -0.7751
14 C -0.21 1.20 1.56  -0.0158
15 H 0.84 1.27 1.26  0.4303



DFT (the ωB97M-V functional and the def2-TZVPD basis) results for one molecule with the formula C4H4O at a distorted geometry.

Electronic energy (eV): -6253.6992
Gap between HOMO and LUMO (alpha / beta) (eV): 9.21 / 8.12
Highest occupied orbital energy (alpha / beta) (Eh): -0.3318 / -0.3078
Relative energy (zero: lowest compared OMol25 entry of this formula, charge and spin) (kcal per mole): 131.0
Multiplicity: 1

Last column: Mulliken charge in e.
Atoms and positions in Å:
1 H -3.26 0.06 0.45  0.2543
2 C -2.34 0.18 -0.08  -0.5110
3 H 3.11 0.46 -0.46  0.2358
4 O -0.04 -0.55 -0.19  -0.2196
5 C 1.14 -0.12 -0.32  0.2884
6 C -1.26 -0.46 0.31  0.0252
7 H -2.36 0.82 -0.96  0.2604
8 C 2.35 -0.01 0.14  -0.6003
9 H 2.66 -0.39 1.11  0.2669



DFT (the ωB97M-V functional and the def2-TZVPD basis) results for C15H24IrN6O3S2Si as an isolated structure at a distorted geometry.

Electronic energy (eV): -63405.8457
Gap between HOMO and LUMO (alpha / beta) (eV): 6.34 / 6.40
Highest occupied orbital energy (alpha / beta) (Eh): -0.3602 / -0.3619
Charge: +1
Relative energy (zero: lowest compared OMol25 entry of this formula, charge and spin) (kcal per mole): 119.3
Multiplicity: 1

Last column: Mulliken charge in e.
Atoms and positions in Å:
1 C -3.77 0.26 4.09  -0.4292
2 H -1.69 -2.92 -3.52  0.3734
3 H -4.61 -0.33 5.97  0.3047
4 N -2.64 -0.77 0.93  -0.6177
5 S 1.67 0.89 0.63  -0.4331
6 C -0.89 -1.34 -2.29  -0.3591
7 C -3.18 -2.34 -2.23  -0.3703
8 H -3.89 -2.97 -2.74  0.4455
9 H -2.77 0.39 4.48  0.4643
10 N -3.61 -1.85 -1.01  -0.4210
11 H 1.81 -1.70 -0.33  0.2544
12 H -1.82 -0.07 -4.92  0.3014
13 H 4.96 -0.32 -2.05  0.3596
14 O -2.26 0.38 -1.84  -0.1895
15 C -4.46 1.08 -3.39  -0.9831
16 H -6.93 -0.96 6.18  0.1943
17 H -2.64 3.25 -1.53  0.2676
18 C -4.04 0.51 2.75  -0.0783
19 H 3.63 -0.19 -3.22  0.3205
20 C 4.21 0.35 -2.46  -1.0365
21 H -1.27 3.40 -2.64  0.2818
22 N 3.34 0.87 -1.42  -0.1360
23 H 3.38 1.85 -1.18  0.2583
24 C -1.63 0.96 -4.61  -1.0912
25 H -4.62 0.08 -3.80  0.2763
26 H 0.15 -1.62 -2.49  0.3842
27 H -7.33 -0.23 2.64  0.3023
28 N 2.43 -1.16 -0.91  -0.3361
29 N -1.00 -0.21 -1.70  0.0821
30 C -4.80 -0.14 4.92  -0.7536
31 H -4.99 1.15 -2.44  0.2660
32 H 2.94 -1.62 -1.65  0.1913
33 N -7.08 -0.82 5.20  -0.4589
34 C 2.52 0.15 -0.68  0.5184
35 H -8.01 -0.93 4.85  0.1934
36 C -6.09 -0.35 4.40  1.1222
37 Ir -0.61 0.46 0.14  0.5316
38 H -5.50 0.52 1.17  0.5018
39 H -1.85 1.61 -5.45  0.4137
40 O -3.11 1.73 0.65  -0.5155
41 C -6.34 -0.09 3.04  -0.7915
42 C -1.95 -2.21 -2.74  -0.5154
43 H -4.90 1.81 -4.07  0.4177
44 H -0.56 1.05 -4.39  0.2856
45 H -2.89 3.88 -3.17  0.3956
46 C -2.33 3.15 -2.57  -0.9860
47 H 4.72 1.17 -2.95  0.3444
48 C -3.12 -1.23 -0.10  1.0211
49 S -2.74 0.76 1.65  1.4831
50 O -1.44 0.89 2.29  -0.7826
51 C -5.32 0.33 2.22  -0.6627
52 Si -2.66 1.43 -3.14  0.3909



DFT (the ωB97M-V functional and the def2-TZVPD basis) results for an isolated ion of composition C10H16N3O and charge +1 at a distorted geometry.

Electronic energy (eV): -17134.9883
Gap between HOMO and LUMO (eV): 7.99
Highest occupied orbital energy (Eh): -0.4322
Charge: +1
Relative energy (zero: lowest compared OMol25 entry of this formula, charge and spin) (kcal per mole): 125.0
Multiplicity: 1

Last column: Mulliken charge in e.
Atoms and positions in Å:
1 H 1.66 0.99 -2.13  0.2531
2 H 5.01 -0.91 1.09  0.2708
3 C 3.17 -0.40 0.42  0.8248
4 H 3.61 0.48 -2.01  0.3760
5 C 3.95 -1.06 1.15  -0.8817
6 H -2.31 1.24 1.39  0.2456
7 N -0.01 1.47 0.71  0.0064
8 H -1.78 -0.49 -2.44  0.3819
9 H -3.21 -0.22 -1.58  0.3524
10 H -3.45 0.49 0.19  0.3554
11 C -0.39 0.76 -0.40  -0.3308
12 C -2.33 -1.99 -0.75  -0.3754
13 C 2.32 1.80 0.30  -0.6565
14 H 1.14 3.23 1.10  0.4409
15 H 3.70 -1.88 1.77  0.2888
16 C -2.57 0.32 0.77  -0.6431
17 N 2.55 0.49 -0.19  0.2300
18 H -1.74 -1.32 1.96  0.2394
19 H 3.00 2.68 0.09  0.2678
20 H -3.52 -0.98 2.14  0.3498
21 C -2.72 -1.07 1.40  -0.3533
22 O -3.09 -1.99 0.39  -0.3525
23 H -2.92 -2.63 -1.43  0.3495
24 C 1.14 2.27 0.66  -0.1641
25 H -0.70 1.93 1.35  0.2600
26 C 2.47 0.26 -1.72  -0.7682
27 H -1.31 -2.45 -0.60  0.2674
28 H 2.18 -0.73 -1.84  0.3625
29 N -1.61 0.26 -0.38  0.1355
30 C -2.22 -0.56 -1.42  -0.7323